No. 1
This record from OMol25 describes a 2-piece molecular cluster, C22H38BF4IN3O2S overall at a distorted geometry. The level of theory is ωB97M-V/def2-TZVPD.

Element x y z (Å)
1 C -3.090 -0.844 3.564
2 C -2.503 0.489 3.009
3 C -0.927 0.489 2.866
4 C -0.511 1.968 2.596
5 C -0.454 -0.578 1.844
6 C -0.404 -2.090 2.328
7 O -0.581 -2.533 3.421
8 N -0.042 -2.887 1.178
9 C 0.685 -1.916 0.305
10 C 1.714 -2.464 -0.706
11 C 1.170 -3.728 -1.473
12 C 0.390 -3.273 -2.775
13 C -0.949 -4.081 -2.844
14 S -2.167 -3.357 -4.038
15 C -3.575 -2.990 -2.994
16 N -4.598 -3.773 -2.720
17 N -5.435 -3.144 -1.878
18 C -4.905 -1.959 -1.629
19 O -3.767 -1.818 -2.317
20 C 0.944 -0.550 1.100
21 C 0.856 0.526 -0.048
22 C 1.697 1.830 0.128
23 C 1.132 3.100 -0.612
24 C 0.211 2.796 -1.835
25 C 2.391 3.885 -1.185
26 C 2.269 -0.809 1.892
27 I 2.435 0.205 3.817
28 C 3.606 -0.561 1.088
29 C 4.483 0.664 1.492
30 H -4.097 -0.608 3.983
31 H -3.286 -1.574 2.744
32 H -2.503 -1.293 4.384
33 H -3.007 0.854 2.088
34 H -2.705 1.266 3.785
35 H -0.546 0.202 3.875
36 H -0.662 2.204 1.522
37 H -1.215 2.638 3.145
38 H 0.505 2.236 2.937
39 H -1.279 -0.601 1.089
40 H 0.624 -3.627 1.412
41 H -0.154 -1.585 -0.370
42 H 2.595 -2.838 -0.117
43 H 2.124 -1.705 -1.398
44 H 0.517 -4.326 -0.808
45 H 2.052 -4.336 -1.769
46 H 0.247 -2.174 -2.789
47 H 1.007 -3.536 -3.664
48 H -1.352 -4.128 -1.812
49 H -0.713 -5.118 -3.169
50 H -5.321 -1.201 -0.959
51 H 1.078 0.138 -1.066
52 H -0.209 0.846 -0.093
53 H 2.714 1.633 -0.285
54 H 1.866 2.114 1.192
55 H 0.686 3.791 0.133
56 H 0.559 1.969 -2.483
57 H 0.075 3.749 -2.387
58 H -0.803 2.568 -1.427
59 H 2.045 4.519 -2.036
60 H 3.146 3.195 -1.619
61 H 2.824 4.590 -0.443
62 H 2.263 -1.891 2.153
63 H 4.250 -1.464 1.210
64 H 3.408 -0.472 -0.001
65 H 5.122 0.485 2.382
66 H 5.210 0.818 0.654
67 H 3.931 1.620 1.563
68 B -2.216 5.691 -3.026
69 F -2.218 4.855 -1.878
70 F -3.501 6.258 -3.202
71 F -1.259 6.724 -2.852
72 F -1.876 4.919 -4.167

Calculated values
Highest occupied orbital energy ... -0.2818 Ha
Multiplicity ... 1
Net charge ... -1
LUMO ... 1.760 eV
E_tot ... -2296.2587 a.u.
Gap between HOMO and LUMO ... 9.43 eV

***

No. 2
This record from OMol25 describes a 7-piece molecular cluster, C22H38BF4NO12S4 overall at a distorted geometry. The level of theory is ωB97M-V/def2-TZVPD.

Element x y z (Å)
1 N -0.291 -0.157 1.614
2 H -0.622 0.708 1.202
3 H -0.331 -0.941 0.961
4 H -0.594 -0.386 2.578
5 H 0.714 0.058 1.732
6 C 4.127 -1.964 -0.245
7 C 5.409 -1.781 -0.867
8 C 6.277 -0.548 -0.388
9 O 7.419 -0.392 -0.808
10 C 5.651 0.437 0.516
11 C 4.417 0.157 1.095
12 C 3.577 -1.079 0.670
13 O 2.570 -1.479 1.323
14 O 4.003 0.927 2.020
15 O 5.849 -2.620 -1.673
16 H 3.650 -2.909 -0.475
17 H 6.271 1.283 0.770
18 B -1.006 -1.491 4.353
19 F -1.682 -2.005 5.485
20 F -0.160 -0.403 4.702
21 F -0.232 -2.433 3.714
22 F -2.021 -1.002 3.522
23 C 3.645 4.393 0.445
24 C 3.357 4.886 1.870
25 C 1.850 5.018 1.909
26 S 1.199 3.498 1.031
27 O 0.264 3.958 0.002
28 O 0.824 2.457 1.994
29 C 2.844 3.143 0.221
30 H 4.693 4.375 0.151
31 H 3.209 5.091 -0.284
32 H 3.884 5.810 2.115
33 H 3.741 4.180 2.610
34 H 1.451 5.898 1.399
35 H 1.333 5.111 2.866
36 H 2.686 2.878 -0.821
37 H 3.311 2.293 0.731
38 C -5.031 2.836 0.824
39 C -5.928 2.035 -0.181
40 C -5.063 1.006 -0.938
41 S -3.342 1.541 -0.801
42 O -3.024 2.536 -1.787
43 O -2.476 0.375 -0.673
44 C -3.550 2.351 0.803
45 H -5.480 2.617 1.795
46 H -5.108 3.922 0.802
47 H -6.403 2.730 -0.875
48 H -6.780 1.584 0.324
49 H -5.345 0.795 -1.966
50 H -5.103 0.060 -0.394
51 H -2.771 3.091 0.960
52 H -3.534 1.601 1.594
53 C -0.589 -0.994 -3.609
54 C 0.162 -2.326 -3.890
55 C 1.419 -2.189 -2.996
56 S 1.748 -0.331 -2.524
57 O 3.074 0.025 -2.963
58 O 1.358 -0.172 -1.144
59 C 0.422 0.146 -3.647
60 H -1.038 -1.119 -2.617
61 H -1.446 -0.778 -4.251
62 H 0.297 -2.305 -4.971
63 H -0.401 -3.191 -3.550
64 H 2.334 -2.223 -3.600
65 H 1.719 -2.907 -2.234
66 H 0.757 0.120 -4.688
67 H 0.110 1.165 -3.425
68 C -3.121 -3.485 1.134
69 C -3.318 -3.684 -0.464
70 C -1.974 -3.910 -1.180
71 S -0.669 -3.689 0.042
72 O -0.327 -2.289 0.012
73 O 0.275 -4.781 -0.104
74 C -1.764 -4.132 1.432
75 H -3.924 -4.093 1.542
76 H -3.232 -2.421 1.312
77 H -3.713 -2.760 -0.885
78 H -4.002 -4.514 -0.626
79 H -1.712 -3.188 -1.948
80 H -1.764 -4.937 -1.475
81 H -1.212 -3.868 2.337
82 H -1.816 -5.220 1.453

Calculated values
Highest occupied orbital energy ... -0.0055 Ha
Multiplicity ... 1
Net charge ... -2
LUMO ... 2.993 eV
E_tot ... -3835.9397 a.u.
Gap between HOMO and LUMO ... 3.14 eV

***

No. 3
This record from OMol25 describes C22H38BN7O2PReS as an isolated structure. The level of theory is ωB97M-V/def2-TZVPD.

Element x y z (Å)
1 Re 0.815 -0.183 0.360
2 C 1.885 3.659 5.110
3 C 0.628 3.659 4.254
4 N 0.250 2.297 3.837
5 C 0.656 1.741 2.718
6 S 0.093 0.026 2.410
7 N 1.436 2.334 1.862
8 N 1.680 1.625 0.729
9 C 2.548 2.098 -0.128
10 C 3.307 3.353 0.084
11 C 2.689 1.306 -1.358
12 C 3.459 1.735 -2.422
13 C 3.480 0.984 -3.593
14 C 2.727 -0.176 -3.667
15 C 2.002 -0.566 -2.558
16 N 1.978 0.142 -1.419
17 H 2.117 4.679 5.412
18 H 2.736 3.266 4.555
19 H 1.747 3.066 6.013
20 H 0.763 4.244 3.347
21 H -0.222 4.069 4.797
22 H -0.287 1.735 4.481
23 H 3.153 3.729 1.089
24 H 2.974 4.113 -0.629
25 H 4.371 3.186 -0.088
26 H 4.026 2.651 -2.350
27 H 4.073 1.311 -4.437
28 H 2.706 -0.778 -4.564
29 H 1.405 -1.466 -2.572
30 C -1.144 -5.106 1.614
31 N -1.522 -4.673 0.177
32 C -0.602 -5.441 -0.796
33 N 0.762 -5.206 -0.479
34 C 1.058 -5.621 0.892
35 N 0.237 -4.883 1.850
36 C 0.591 -3.472 1.936
37 P 0.334 -2.623 0.309
38 C -1.409 -3.187 -0.004
39 C 1.203 -3.849 -0.776
40 H -1.385 -6.167 1.680
41 H -1.774 -4.538 2.298
42 H -2.490 -4.954 0.000
43 H -0.852 -5.112 -1.805
44 H -0.852 -6.495 -0.678
45 H 2.113 -5.457 1.106
46 H 0.850 -6.686 0.992
47 H 1.635 -3.373 2.240
48 H -0.016 -2.984 2.701
49 H -1.716 -2.934 -1.020
50 H -2.091 -2.699 0.694
51 H 2.281 -3.772 -0.617
52 H 1.013 -3.632 -1.829
53 C -3.914 1.569 -0.147
54 C -2.692 2.285 -0.695
55 C -2.879 3.785 -0.668
56 O -1.569 1.939 0.228
57 B -0.929 0.938 -0.378
58 O -1.280 0.598 -1.630
59 C -2.192 1.714 -2.064
60 C -1.309 2.677 -2.837
61 C -3.270 1.127 -2.944
62 H -4.104 1.911 0.869
63 H -3.772 0.486 -0.133
64 H -4.794 1.792 -0.749
65 H -3.226 4.093 0.317
66 H -3.637 4.077 -1.396
67 H -1.957 4.315 -0.892
68 H -0.508 3.076 -2.210
69 H -1.894 3.515 -3.214
70 H -0.871 2.159 -3.689
71 H -3.816 0.331 -2.443
72 H -2.828 0.732 -3.858
73 H -3.978 1.906 -3.228

Calculated values
Highest occupied orbital energy (alpha / beta) ... -0.6081 / -0.6130 Ha
Multiplicity ... 2
Net charge ... +3
LUMO (alpha / beta) ... -10.566 / -10.558 eV
E_tot ... -2236.7194 a.u.
Gap between HOMO and LUMO (alpha / beta) ... 5.98 / 6.12 eV
⟨S²⟩ ... 0.79